A 14-piece molecular cluster, C33H94O14 overall in a non-equilibrium geometry, computed with ωB97M-V/def2-TZVPD.

- F_max (eV/Å) = 2.94
- HOMO-LUMO gap (eV) = 9.7
- E_HOMO (eV) = -9.38
- energy relative to the best compared isomer or geometry (same formula, charge and spin) (kJ/mol) = 136.6

CARTESIAN COORDINATES (ANGSTROEM)
H 2.21 -25.99 3.65
C 4.03 -20.40 5.63
O -1.04 -20.96 5.72
O 3.94 -17.58 1.90
C 7.76 -20.97 6.03
H 0.39 -20.61 1.40
H 3.32 -21.26 8.45
H 5.38 -20.46 8.66
H 9.61 -20.86 7.15
H 4.63 -22.29 4.96
H -0.97 -18.31 6.61
H 1.99 -23.97 0.56
H 1.87 -16.52 0.33
H -1.48 -22.87 4.05
H 7.55 -20.09 10.86
H -0.67 -22.83 6.46
H 7.83 -21.17 1.29
C 8.73 -21.48 7.07
H 8.04 -15.88 6.90
H 2.56 -15.07 2.37
H 5.05 -19.74 10.27
H 2.25 -19.57 5.54
C 5.44 -19.54 9.28
O 2.38 -22.30 9.98
H 1.24 -15.74 4.85
H 2.28 -16.99 5.33
H 8.59 -24.85 2.24
O 1.41 -18.89 1.94
H 6.56 -23.47 3.06
H 1.80 -19.26 8.53
C -0.47 -22.88 4.30
H 4.57 -16.87 5.74
H 2.83 -21.30 1.52
H 1.67 -25.57 1.32
C 8.16 -17.75 3.42
C 8.47 -24.49 3.24
C 1.45 -16.80 4.65
C 4.48 -19.73 4.33
C 7.46 -20.39 0.62
C 2.31 -21.40 8.84
H 0.61 -20.22 9.50
H 0.64 -17.61 7.06
H 0.75 -21.84 5.90
H 8.98 -22.54 6.87
O 4.01 -25.27 1.72
H 6.76 -21.38 6.10
H 5.10 -17.03 7.41
H 4.66 -26.03 7.65
H -0.67 -16.51 6.63
O 8.26 -21.19 4.72
O 7.77 -19.94 9.93
H 10.93 -16.30 3.91
C 7.21 -15.25 7.30
H 7.61 -14.26 7.53
H 4.76 -25.38 2.35
H 3.91 -14.25 1.70
C 9.10 -16.53 3.34
H 5.09 -20.40 3.71
H 5.17 -18.85 4.44
O 5.75 -18.77 0.28
C 7.04 -24.22 3.63
H -0.11 -19.60 4.96
C 0.22 -17.61 5.00
C 6.14 -19.86 1.07
H 1.80 -16.93 3.61
C 2.90 -16.39 -0.03
H 4.04 -23.48 9.86
C 1.85 -24.49 1.51
H 0.12 -22.41 3.52
H 2.13 -21.44 -0.12
C 2.36 -20.75 0.69
H -1.89 -21.00 5.26
H 1.09 -19.06 2.87
C 1.68 -20.07 9.29
H 9.35 -16.39 2.28
H 6.30 -17.42 6.11
H 4.24 -15.28 3.03
C 3.92 -16.33 1.18
H 8.21 -21.40 8.03
C 3.62 -15.17 2.14
H 3.65 -25.29 4.43
H 6.98 -15.68 8.29
O 5.06 -14.42 6.60
H 6.68 -26.13 3.93
C 3.09 -24.47 2.40
C -0.26 -17.49 6.41
H 8.98 -25.18 3.92
H 4.89 -16.12 0.70
H 1.01 -24.07 2.07
H 9.01 -23.55 3.29
C 2.79 -25.07 3.80
H 2.16 -24.42 4.41
H 2.12 -19.75 10.25
C -0.26 -22.21 5.69
H 9.03 -20.63 4.51
H 7.59 -19.88 6.20
H 7.18 -18.87 8.31
H 1.55 -22.79 9.93
C 1.13 -19.93 1.01
H 3.65 -19.31 3.75
H 1.70 -21.78 8.01
H 3.05 -21.89 4.50
H 8.66 -18.67 3.09
C 5.24 -23.96 8.33
H 7.26 -17.55 2.82
H 6.40 -15.18 5.29
H 8.57 -15.66 3.69
H 3.18 -17.19 -0.72
C 6.06 -15.38 6.31
H 7.93 -17.89 4.47
H 3.40 -23.43 2.64
H 5.12 -22.93 7.93
H 2.95 -15.48 -0.61
C 5.44 -16.79 6.39
H 0.69 -19.48 0.13
H 8.15 -19.55 0.59
H 6.29 -19.59 2.11
H 3.13 -20.13 0.24
O 10.19 -16.86 4.20
H 6.87 -18.10 9.89
C 3.72 -21.84 5.34
H 4.86 -20.36 6.38
O 4.88 -23.95 9.72
O 0.57 -18.98 4.64
H 4.97 -18.38 0.72
H 5.35 -20.64 1.14
H 6.33 -24.19 8.18
H 4.86 -24.79 6.44
C 6.84 -19.04 9.34
C 4.49 -24.95 7.45
H 7.02 -23.86 4.68
H 7.36 -20.84 -0.37
H 3.35 -22.49 6.15
H 3.00 -17.95 1.88
H 4.82 -18.76 8.83
H 3.42 -24.81 7.52
H -0.60 -17.29 4.35
H -0.12 -23.93 4.34
O 2.92 -19.77 6.22
O 6.20 -25.38 3.56
H 4.72 -14.60 7.49

C33H98INO17Sb as an isolated structure in a non-equilibrium geometry, computed with ωB97M-V/def2-TZVPD.

- F_max (eV/Å) = 4.97
- HOMO-LUMO gap (eV) = 5.1
- net charge = -1
- E_HOMO (eV) = -3.73

CARTESIAN COORDINATES (ANGSTROEM)
O 5.91 5.68 2.82
C 14.28 1.61 -1.14
C -2.28 1.54 -2.01
O 1.86 5.78 -2.42
H -4.24 -1.25 -2.88
C -9.16 5.61 -3.59
H 1.11 4.59 1.60
C 16.10 4.64 3.00
H -8.50 -12.18 -2.27
C -6.70 -4.45 -3.92
H 5.81 3.98 -1.73
O -6.13 -5.27 -2.91
O 2.03 -0.66 4.21
H -7.52 -1.59 3.64
H 0.79 5.02 3.30
H 0.55 2.17 0.60
H -9.99 -13.02 -2.78
H 12.85 5.69 1.58
H -1.15 4.33 1.34
H -2.78 0.76 5.71
H -9.37 -13.24 -1.12
H 2.91 -1.45 2.53
O -4.27 -9.11 0.43
C -4.32 -5.38 2.52
H -7.64 -8.67 -3.67
H -8.34 -3.28 1.98
H -4.20 1.13 -3.20
O 5.57 2.66 -0.17
H -1.47 -2.62 4.09
H 11.01 2.08 -1.95
C 5.48 4.90 1.72
H -3.77 -6.14 4.60
H -4.83 3.29 -4.34
Sb -4.46 -3.07 0.25
O 15.69 5.98 2.81
H 15.05 0.88 -1.39
H -5.41 -8.91 -1.27
H -4.45 1.41 -1.27
H -5.14 -0.24 0.07
H 0.66 6.08 -0.78
H 1.97 6.17 -3.30
O -10.25 -11.43 -1.51
H 8.88 7.64 0.94
H 6.25 4.17 1.47
H 0.41 3.38 2.72
H 4.36 4.23 -0.72
H -1.12 1.21 6.23
H 0.39 3.41 -4.20
H 8.70 4.81 0.77
C -9.48 -12.53 -1.94
H 13.36 1.09 -0.87
H 8.35 5.97 -0.54
H -2.21 2.23 -4.40
C -2.98 -4.00 4.34
H -9.29 -8.04 -3.89
H 16.08 4.39 4.06
H -4.59 -3.77 -1.37
C 12.93 5.27 0.57
H 6.72 6.13 2.55
H -5.08 -4.54 2.82
H -7.34 -3.70 -3.46
C -6.55 -3.62 0.63
H -6.64 -4.70 1.13
H 1.14 -0.60 4.59
H 14.09 2.26 -2.00
H 12.85 6.08 -0.16
H 1.75 3.44 -1.77
H -0.11 6.39 -2.35
C 8.95 5.79 0.36
H 15.42 3.98 2.46
C -5.74 3.55 -3.79
H 4.43 2.86 -1.87
H -9.02 -9.59 -3.03
H -7.09 -3.74 -0.43
H -4.96 -6.38 2.38
C -3.79 0.91 -2.13
O 11.87 4.36 0.36
H -4.03 -7.79 -1.12
H 11.96 3.65 1.02
H -2.81 -1.12 -1.65
H 15.53 2.85 -0.32
H -8.36 6.10 -4.14
O -0.87 4.87 2.10
H 1.09 7.55 -1.69
H 10.60 4.31 -1.60
H 10.01 5.83 0.12
O 10.12 3.90 -2.34
H -1.37 -3.94 3.06
H -7.10 2.63 -2.77
H -9.33 4.36 -2.12
C 10.90 2.80 -2.77
H 10.39 2.31 -3.61
I -8.57 -1.10 0.30
H 1.53 -2.37 3.18
C -7.46 -2.61 1.51
H 16.32 6.54 3.30
H -9.81 6.36 -3.13
C -8.63 -8.59 -3.22
H -5.48 4.24 -2.98
H 1.26 -0.83 2.31
C -3.88 -0.71 -1.88
O -1.24 -0.10 4.64
H 4.56 4.37 2.00
H -5.89 -3.95 -4.47
H -9.41 -7.82 -1.62
H -3.83 -5.85 0.23
C -3.68 -5.03 1.05
H -2.23 -6.08 3.44
H -5.48 -7.54 -0.12
H 11.88 3.15 -3.10
H -1.77 -0.41 6.60
N -1.51 -3.67 4.07
O -6.30 2.37 -3.25
H -1.25 0.64 4.01
C 0.03 2.21 -0.47
H -2.50 -4.91 1.20
C -3.22 -5.53 3.74
H -6.87 -5.70 -2.45
C 1.92 -1.37 2.99
C -4.83 -8.29 -0.58
H -1.96 1.02 0.39
C 0.81 6.50 -1.78
O 14.71 2.40 -0.04
C -5.00 -1.11 -0.71
H -3.27 -3.94 5.49
H -5.91 -2.57 3.29
O 8.65 6.78 1.33
H -9.78 -11.01 -0.77
H 5.28 5.54 0.87
C -1.48 1.51 -0.56
C -1.61 2.23 -3.38
H -5.99 -1.34 -1.34
H -6.20 -0.92 2.39
H -9.74 4.99 -4.28
C 5.01 3.48 -1.18
H -6.45 4.02 -4.47
O -8.52 -7.88 -2.00
H 4.83 2.23 0.29
H 17.11 4.51 2.60
C 0.69 2.91 -1.80
H -3.65 -3.19 3.80
C -0.11 2.90 -3.24
C 0.43 4.44 2.45
C -6.74 -1.88 2.79
C -1.76 0.39 5.86
H -4.19 -2.35 1.80
H -7.27 -5.07 -4.61
H -5.01 -9.54 0.90
H -2.80 -2.69 -0.14
H 13.88 4.76 0.45
O -8.60 4.79 -2.58

A 8-piece molecular cluster, C33H99N18O11P5 overall in a non-equilibrium geometry, computed with ωB97M-V/def2-TZVPD.

- F_max (eV/Å) = 6.49
- 2S+1 = 2
- HOMO-LUMO gap (alpha / beta) (eV) = 2.0 / 6.0
- net charge = -1
- E_HOMO (alpha / beta) (eV) = -0.26 / -4.24
- expectation value of S² = 0.753

CARTESIAN COORDINATES (ANGSTROEM)
H -4.81 4.74 -3.28
C 2.82 0.54 1.11
H 9.09 1.47 -2.66
H -1.38 -4.40 5.56
H -0.40 2.84 3.02
C 4.72 0.75 -3.55
C 0.66 0.52 -3.88
C -1.18 -1.83 10.98
H -0.95 -3.80 -1.71
O -2.10 -2.18 0.22
C -1.87 -4.27 -2.07
P 6.66 -0.42 -2.02
C -1.15 0.19 2.30
N -2.68 4.72 -7.38
H 0.64 -5.42 7.47
H -5.49 2.36 -7.09
H -0.26 -3.26 1.94
O -0.31 1.98 -5.20
C -2.71 -2.84 9.39
H -1.58 5.05 -4.86
O -4.66 -0.55 -3.94
H -2.43 -0.39 7.91
H -6.59 3.02 -6.09
H 7.04 -0.68 -5.56
H -5.65 5.65 -4.57
H 8.62 -2.52 -3.36
H -4.80 2.86 -5.56
H -4.58 6.39 -3.29
C -0.22 -5.01 8.00
H -1.77 0.40 6.43
O 0.23 0.25 -0.69
N -1.71 -4.63 1.48
H -0.69 4.84 0.01
N 3.25 0.74 5.62
H 8.61 -0.29 -4.87
H 8.95 -0.85 0.26
H -2.19 5.65 -3.30
H -2.44 -3.54 -2.65
H 0.01 -4.79 2.70
N 0.11 1.88 -4.11
H 5.09 0.54 -4.56
N -3.56 5.24 -4.90
N 7.10 -1.07 -3.56
N -5.26 4.44 -6.83
C -2.30 5.72 -4.38
O 1.23 -2.21 8.91
C -3.36 -5.96 -1.15
H 1.22 2.32 2.83
H -1.07 -5.69 7.98
H 1.51 0.40 -4.55
P 0.44 1.35 0.23
H -1.50 -5.16 -2.58
H 6.90 -3.09 -3.07
C -5.53 3.13 -6.32
H -1.28 3.09 -7.43
H -3.21 4.73 -9.39
H 8.36 0.88 0.63
H 7.32 -0.35 0.55
H -6.12 -4.02 0.83
P -2.65 -3.59 0.45
H -2.73 -6.75 -0.74
H -4.57 -2.48 2.87
H -0.60 -0.71 2.54
H 2.47 2.22 -1.56
H -0.04 -0.32 -3.87
H -5.37 -4.05 2.63
C -2.43 5.14 -8.75
C -0.30 -4.33 1.76
H 4.70 -0.50 4.85
H -1.07 0.72 8.04
C 9.28 0.57 -2.08
C 6.33 2.38 -2.33
H -2.75 2.76 -7.93
H -3.36 -2.70 10.25
H -1.96 -5.94 2.92
N 5.79 0.96 -2.52
H 3.20 -0.17 0.37
H -3.48 -6.10 -2.23
C -2.29 3.35 -7.14
H 4.02 1.99 -0.57
H -1.69 0.53 3.19
C 0.03 4.12 0.40
N 8.10 0.21 -1.34
H 4.09 -0.01 -3.10
H -1.59 3.37 -1.79
N -1.41 -2.38 9.60
H 0.31 1.32 3.87
N -2.73 -4.65 -0.93
O -2.53 -0.29 -4.37
C -1.53 -0.04 7.40
H 9.72 -0.18 -2.74
N -4.22 -3.59 1.04
H 5.49 2.99 -1.99
C -4.73 5.57 -3.99
C -3.42 -0.38 -2.14
H 2.15 0.00 1.77
O 2.90 1.42 4.73
N -0.11 1.12 1.89
H 7.08 2.42 -1.54
C -5.40 -3.44 0.25
N -0.59 -3.75 7.51
H -2.69 -3.91 9.17
H -0.23 4.05 1.46
C 3.75 -0.64 5.36
C 7.57 -2.46 -3.66
H -4.37 -5.87 -0.77
H -3.34 -5.83 1.85
H -3.85 -1.30 -1.73
C -6.15 4.67 -7.98
H 3.80 -1.27 6.25
H 7.42 -2.85 -4.67
H -1.95 0.11 1.56
H -6.19 5.74 -8.15
O -4.07 6.91 -6.94
P -3.94 5.50 -6.54
H -2.38 -0.21 -1.85
O 3.19 1.09 6.77
N -0.51 -1.10 7.16
C 7.54 -0.21 -4.71
H -3.55 -3.88 2.99
H 1.05 4.49 0.51
H -1.88 -2.81 6.04
H 4.26 1.74 -3.55
H -2.07 6.75 -4.69
H 1.25 -0.79 6.44
H -2.32 6.22 -8.86
N -0.26 2.79 -0.28
H -1.71 -0.89 11.13
H 0.24 -4.98 8.98
H -7.16 4.34 -7.73
H 0.32 -4.68 0.94
H -2.60 -4.09 6.92
H -5.66 -2.38 0.17
C -1.60 2.69 -0.93
H -2.32 3.03 -0.18
N 2.15 1.57 0.37
H -0.10 -1.72 11.06
H -1.60 -2.54 11.70
H 2.95 3.33 -0.29
H 10.02 1.03 -1.43
H 3.75 0.86 1.59
P -0.19 -2.31 8.39
H -1.52 4.72 -9.19
N -3.51 -0.44 -3.62
H -2.10 -6.76 1.30
C 0.21 1.94 2.97
O 0.27 2.82 -3.37
C 0.29 -0.97 5.95
C -2.25 -5.85 1.88
H -5.20 -3.80 -0.76
O 6.00 -1.47 -1.17
H 1.09 0.58 -2.88
C 8.25 -0.04 0.06
C 2.97 2.28 -0.59
H -2.28 3.08 -6.09
C -1.66 -3.81 6.43
H -5.71 4.14 -8.82
C -4.44 -3.50 2.49
H 3.06 -1.01 4.60
H -3.93 0.53 -1.84
H 0.23 -1.78 5.23
H 7.11 0.79 -4.70
H -3.24 -2.26 8.63
H 6.73 2.81 -3.25
H -0.04 -0.08 5.40
H -1.77 1.65 -1.21